No. 1
An isolated molecule of C3H3NO3 in a non-equilibrium geometry. Source: OMol25; level of theory: ωB97M-V with the def2-TZVPD basis set.

The value obtained for the HOMO-LUMO gap is 12.239 eV. The value obtained for the LUMO energy is 0.54 eV. As for the spin multiplicity: 1. The charge is 0. The SMILES is COC(=O)OC#N. The calculation puts the strongest force on any atom at 1.05 eV Å⁻¹. As for the total energy: -10790.989 eV. The value obtained for the HOMO energy is -11.70 eV.

Structure (XYZ):
```
10
Properties=species:S:1:pos:R:3:nbo_charge:R:1
C 1.359 0.855 0.000 -0.25
C -0.112 -0.956 -0.001 0.99
O -1.439 -1.312 -0.001 -0.48
O 0.023 0.359 -0.002 -0.49
C -2.373 -0.432 0.000 0.54
O 0.740 -1.779 0.000 -0.55
N -3.246 0.303 0.000 -0.36
H 1.269 1.938 -0.020 0.21
H 1.898 0.495 -0.878 0.20
H 1.882 0.528 0.901 0.20
```

=====

No. 2
An isolated molecule of C3H3NO3 in a non-equilibrium geometry. Source: OMol25; level of theory: ωB97M-V with the def2-TZVPD basis set.

The value obtained for the HOMO-LUMO gap is 9.137 eV. The value obtained for the LUMO energy is -0.09 eV. As for the spin multiplicity: 1. The charge is 0. The SMILES is O=C=CCON=O. The calculation puts the strongest force on any atom at 4.31 eV Å⁻¹. As for the total energy: -10787.456 eV. The value obtained for the HOMO energy is -9.22 eV.

Structure (XYZ):
```
10
Properties=species:S:1:pos:R:3:nbo_charge:R:1
C 0.940 -2.168 0.028 0.74
C 0.495 0.325 -0.278 -0.09
C 0.159 -1.121 0.095 -0.61
N 2.666 0.811 0.462 0.37
O 1.817 0.498 -0.604 -0.40
O 1.572 -3.116 -0.042 -0.44
O 3.743 1.086 0.058 -0.25
H -0.179 0.530 -1.238 0.22
H 0.068 1.006 0.634 0.20
H -0.538 -1.330 0.793 0.25
```

=====

No. 3
An isolated molecule of C3H3NO3. Source: OMol25; level of theory: ωB97M-V with the def2-TZVPD basis set.

The value obtained for the HOMO-LUMO gap is 9.585 eV. The value obtained for the LUMO energy is 0.18 eV. As for the spin multiplicity: 1. The charge is 0. The calculation puts the strongest force on any atom at 0.70 eV Å⁻¹. As for the total energy: -10788.229 eV. The value obtained for the HOMO energy is -9.40 eV.

Structure (XYZ):
```
10
Properties=species:S:1:pos:R:3:nbo_charge:R:1
N 0.417 0.333 -1.520 -0.64
C 0.124 0.573 -0.337 0.78
O -0.863 0.122 0.509 -0.51
C -1.467 -1.077 0.250 0.66
O -1.167 -1.837 -0.624 -0.54
C 1.809 0.687 0.994 0.12
O 0.943 1.464 0.363 -0.48
H -0.106 -0.439 -1.919 0.39
H -2.282 -1.231 0.970 0.14
H 2.595 1.389 1.342 0.09
```

=====

No. 4
An isolated molecule of C3H3NO3 in a non-equilibrium geometry. Source: OMol25; level of theory: ωB97M-V with the def2-TZVPD basis set.

The value obtained for the HOMO-LUMO gap is 8.862 eV. The value obtained for the LUMO energy is -1.22 eV. As for the spin multiplicity: 1. The charge is 0. The SMILES is O=CC(=O)/C=N\O. The calculation puts the strongest force on any atom at 5.81 eV Å⁻¹. As for the total energy: -10786.892 eV. The value obtained for the HOMO energy is -10.09 eV.

Structure (XYZ):
```
10
Properties=species:S:1:pos:R:3:nbo_charge:R:1
C 0.305 -1.192 0.472 -0.04
C -0.885 -0.293 -0.016 0.43
C -0.867 1.240 0.003 0.32
H 2.287 0.342 -0.692 0.47
H -0.014 -2.246 0.921 0.22
H -1.656 1.469 -0.662 0.16
N 1.524 -1.067 0.040 -0.09
O 1.424 0.338 -0.504 -0.59
O -1.925 -0.895 -0.276 -0.47
O 0.176 1.729 0.455 -0.41
```

=====

No. 5
An isolated molecule of C3H3NO3S. Source: OMol25; level of theory: ωB97M-V with the def2-TZVPD basis set.

The value obtained for the HOMO-LUMO gap is 8.937 eV. The value obtained for the LUMO energy is -0.40 eV. As for the spin multiplicity: 1. The charge is 0. The SMILES is O=C/C(=N/O)OC=S. The calculation puts the strongest force on any atom at 0.96 eV Å⁻¹. As for the total energy: -21624.286 eV. The value obtained for the HOMO energy is -9.34 eV.

Structure (XYZ):
```
11
Properties=species:S:1:pos:R:3:nbo_charge:R:1
C -0.542 -0.122 -0.259 0.35
C 1.717 -0.366 0.210 0.02
C -1.646 -1.123 -0.068 0.37
H -0.141 2.836 -0.054 0.49
H 1.410 0.070 1.162 0.19
H -2.622 -0.629 0.138 0.14
N -0.841 1.102 -0.052 -0.11
O 0.249 1.945 -0.204 -0.54
O 0.669 -0.593 -0.648 -0.47
O -1.473 -2.312 -0.078 -0.46
S 3.220 -0.807 -0.146 0.04
```

=====

No. 6
A structure of composition C3H3NO4 in a non-equilibrium geometry. Source: OMol25; level of theory: ωB97M-V with the def2-TZVPD basis set.

The value obtained for the HOMO-LUMO gap is 8.677 eV. The value obtained for the LUMO energy is -1.98 eV. As for the spin multiplicity: 1. The charge is 0. The calculation puts the strongest force on any atom at 9.49 eV Å⁻¹. As for the total energy: -12831.039 eV. The value obtained for the HOMO energy is -10.66 eV.

Structure (XYZ):
```
11
Properties=species:S:1:pos:R:3:nbo_charge:R:1
C -1.050 1.065 -0.262 0.50
C 0.689 -0.711 0.149 0.51
C 1.692 0.211 0.522 0.34
H -1.569 -1.695 -1.342 0.33
H -2.152 1.241 -0.536 0.17
H 1.597 0.177 1.962 0.17
N -0.660 -0.205 0.218 -0.19
O -1.697 -1.025 0.170 -0.42
O -0.418 2.078 -0.105 -0.51
O 0.982 -1.797 -0.367 -0.46
O 2.586 0.661 -0.409 -0.45
```

=====

No. 7
A structure of composition C3H3NO4 in a non-equilibrium geometry. Source: OMol25; level of theory: ωB97M-V with the def2-TZVPD basis set.

The value obtained for the HOMO-LUMO gap is 8.975 eV. The value obtained for the LUMO energy is -0.53 eV. As for the spin multiplicity: 1. The charge is 0. The calculation puts the strongest force on any atom at 7.57 eV Å⁻¹. As for the total energy: -12831.511 eV. The value obtained for the HOMO energy is -9.50 eV.

Structure (XYZ):
```
11
Properties=species:S:1:pos:R:3:nbo_charge:R:1
C 0.624 1.134 1.364 0.49
C 0.165 -1.350 -1.113 0.14
C -1.198 0.507 -0.199 0.84
H 1.459 0.292 2.027 0.25
H 0.557 -2.312 -0.392 0.22
H 0.420 -1.404 -2.431 0.23
N 0.158 1.044 -0.378 -0.20
O -0.064 2.133 1.723 -0.47
O 1.091 0.051 -0.619 -0.44
O -1.145 -0.971 -0.547 -0.56
O -2.067 0.876 0.564 -0.49
```

=====

No. 8
An isolated molecule of C3H3NOS in a non-equilibrium geometry. Source: OMol25; level of theory: ωB97M-V with the def2-TZVPD basis set.

The value obtained for the HOMO-LUMO gap is 7.863 eV. The value obtained for the LUMO energy is -1.62 eV. As for the spin multiplicity: 1. The charge is 0. The calculation puts the strongest force on any atom at 4.48 eV Å⁻¹. As for the total energy: -17525.003 eV. The value obtained for the HOMO energy is -9.48 eV.

Structure (XYZ):
```
9
Properties=species:S:1:pos:R:3:nbo_charge:R:1
C -0.380 0.263 0.188 -0.10
C 1.727 0.116 -0.904 -0.61
C -0.138 -0.603 1.151 -0.12
N 1.005 -1.329 1.257 -0.74
O 3.214 -1.848 0.195 -0.85
S 1.901 -1.301 -0.028 1.75
H -1.093 0.985 -0.125 0.21
H 1.526 0.087 -1.959 0.22
H -0.860 -0.802 1.942 0.23
```

=====

No. 9
An isolated molecule of C3H3NOS in a non-equilibrium geometry. Source: OMol25; level of theory: ωB97M-V with the def2-TZVPD basis set.

The value obtained for the HOMO-LUMO gap (spin up / spin down) is 8.745 / 8.749 eV. The value obtained for the LUMO energy (spin up / spin down) is -1.60 / -1.60 eV. As for the spin multiplicity: 1. The charge is 0. The SMILES is CSC(=O)C#N. The calculation puts the strongest force on any atom at 10.77 eV Å⁻¹. As for the total energy: -17529.264 eV. The value obtained for the HOMO energy (spin up / spin down) is -10.34 / -10.35 eV.

Structure (XYZ):
```
9
Properties=species:S:1:pos:R:3:nbo_charge:R:1
C 3.586 -0.903 -1.378 0.17
C 2.367 -0.696 -0.802 0.13
C -0.097 0.109 -0.135 -0.76
N 4.590 -1.111 -1.855 -0.18
O 2.456 -0.275 0.639 -0.58
S 0.816 -0.612 -1.506 0.44
H -0.965 0.501 -0.563 0.23
H 0.674 0.663 0.472 0.30
H -0.412 -0.681 0.566 0.24
```

=====

No. 10
An isolated molecule of C3H3NOS in a non-equilibrium geometry. Source: OMol25; level of theory: ωB97M-V with the def2-TZVPD basis set.

The value obtained for the HOMO-LUMO gap (spin up / spin down) is 7.776 / 7.776 eV. The value obtained for the LUMO energy (spin up / spin down) is -0.27 / -0.27 eV. As for the spin multiplicity: 1. The charge is 0. The calculation puts the strongest force on any atom at 3.57 eV Å⁻¹. As for the total energy: -17526.743 eV. The value obtained for the HOMO energy (spin up / spin down) is -8.05 / -8.05 eV.

Structure (XYZ):
```
9
Properties=species:S:1:pos:R:3:nbo_charge:R:1
C 0.044 1.206 0.018 -0.28
C -0.691 0.143 0.017 0.00
C 2.020 -0.219 0.001 0.07
N 1.234 -1.229 0.001 -0.32
O -0.176 -1.145 0.023 -0.34
S 3.532 0.240 0.002 0.02
H 0.001 2.261 0.026 0.22
H -1.774 0.011 0.001 0.22
H 1.469 -2.214 -0.032 0.42
```

=====

No. 11
An isolated molecule of C3H3NOS2 in a non-equilibrium geometry. Source: OMol25; level of theory: ωB97M-V with the def2-TZVPD basis set.

The value obtained for the HOMO-LUMO gap is 8.295 eV. The value obtained for the LUMO energy is -0.83 eV. As for the spin multiplicity: 1. The charge is 0. The SMILES is S=C1CON=CS1. The calculation puts the strongest force on any atom at 2.86 eV Å⁻¹. As for the total energy: -28364.168 eV. The value obtained for the HOMO energy is -9.13 eV.

Structure (XYZ):
```
10
Properties=species:S:1:pos:R:3:nbo_charge:R:1
C -0.636 -0.034 -0.428 -0.35
C -0.786 0.372 0.975 -0.19
C 1.971 -0.210 0.757 -0.07
H -1.608 1.166 1.030 0.24
H -1.015 -0.572 1.552 0.22
H 3.001 -0.623 0.541 0.25
N 1.532 0.632 1.603 -0.10
O 0.307 1.170 1.455 -0.34
S -1.830 0.048 -1.537 0.07
S 0.777 -0.956 -0.576 0.28
```

=====

No. 12
A cluster of 2 separate species, C3H3NOS2 in total in a non-equilibrium geometry. Source: OMol25; level of theory: ωB97M-V with the def2-TZVPD basis set.

The value obtained for the HOMO-LUMO gap (spin up / spin down) is 8.280 / 8.252 eV. The value obtained for the LUMO energy (spin up / spin down) is -0.27 / -0.31 eV. As for the spin multiplicity: 1. The charge is 0. The calculation puts the strongest force on any atom at 3.75 eV Å⁻¹. As for the total energy: -28360.670 eV. The value obtained for the HOMO energy (spin up / spin down) is -8.55 / -8.56 eV.

Structure (XYZ):
```
10
Properties=species:S:1:pos:R:3:nbo_charge:R:1
C 0.350 0.848 -1.011 -0.37
C 1.051 1.397 0.054 -0.25
C 0.370 -0.594 -1.013 -0.33
N -1.419 -0.672 1.110 0.01
O -1.873 -1.832 0.838 -0.48
S 1.900 0.385 1.246 0.05
S 1.001 -1.438 0.179 0.44
H -0.030 1.474 -1.770 0.23
H 1.310 2.383 0.213 0.22
H -2.662 -1.951 0.156 0.46
```

=====

> What is the formula in the sixth record?

C3H3NO4